Entry a
Below is one molecule with the formula C3H4S2, with properties calculated with ωB97M-V/def2-TZVPD.

Cartesian coordinates (Å):
C (1.112, -1.985, -1.109)
C (-0.851, 0.663, 0.108)
C (-0.102, -0.069, 1.090)
S (-0.395, -2.312, -1.418)
S (-1.464, -0.989, 0.460)
H (2.061, -2.466, -1.131)
H (-1.595, 1.444, 0.362)
H (-0.292, 0.982, -0.915)
H (-0.132, 0.092, 2.071)

highest occupied orbital energy (spin up / spin down) = -7.22 / -7.69 eV
SMILES = C#S#S1=CC1
gap between HOMO and LUMO (spin up / spin down) = 0.2308 / 0.2657 Ha
lowest unoccupied orbital energy (spin up / spin down) = -0.94 / -0.46 eV


Entry b
Below is one molecule with the formula C3H4S2, with properties calculated with ωB97M-V/def2-TZVPD.

Cartesian coordinates (Å):
C (0.486, 1.824, -0.679)
C (0.400, 0.668, -0.080)
C (-0.507, -1.992, 0.473)
H (1.010, 2.735, -0.158)
H (-0.074, 2.072, -1.465)
H (0.707, 0.361, 0.911)
H (0.253, -1.781, 1.097)
S (-0.717, -0.609, -0.498)
S (-1.559, -3.278, 0.399)

highest occupied orbital energy = -8.83 eV
SMILES = C=CSC=S
gap between HOMO and LUMO = 0.3050 Ha
lowest unoccupied orbital energy = -0.53 eV


entry b (4.065 eV below the next structure)


Entry a
Below is one molecule with the formula C3H4S2, with properties calculated with ωB97M-V/def2-TZVPD.

Cartesian coordinates (Å):
C (-2.085, -0.394, -0.256)
C (-0.913, -0.283, 0.046)
C (0.430, 0.116, 0.325)
S (0.887, 1.718, -0.204)
S (1.577, -1.243, -0.267)
H (-2.998, -0.690, -0.602)
H (0.616, 0.189, 1.434)
H (1.759, 1.800, 0.760)
H (0.728, -1.213, -1.237)

highest occupied orbital energy = -9.04 eV
SMILES = C#CC(S)S
gap between HOMO and LUMO = 0.3539 Ha
lowest unoccupied orbital energy = 0.59 eV


Entry b
Below is C3H4S2 as an isolated structure, with properties calculated with ωB97M-V/def2-TZVPD.

Cartesian coordinates (Å):
C (-0.289, -1.278, -1.988)
C (-0.619, -0.040, 1.367)
C (0.327, 1.070, 1.406)
S (-0.510, -2.302, -3.206)
S (-0.999, -1.086, 0.203)
H (0.313, -0.388, -2.091)
H (1.281, 0.664, 1.750)
H (0.005, 1.822, 2.126)
H (0.492, 1.538, 0.434)

highest occupied orbital energy = -7.52 eV
gap between HOMO and LUMO = 0.2499 Ha
lowest unoccupied orbital energy = -0.72 eV


Entry c
Below is one molecule with the formula C3H4S2, with properties calculated with ωB97M-V/def2-TZVPD.

Cartesian coordinates (Å):
C (-1.120, -0.094, -0.471)
C (0.271, 0.491, -0.089)
C (1.273, -0.327, 0.633)
H (-1.842, 0.293, 0.247)
H (-1.368, 0.443, -1.370)
H (-1.159, -1.195, -0.533)
H (2.226, 0.153, 0.648)
S (0.566, 2.059, -0.369)
S (1.153, -1.822, 1.304)

highest occupied orbital energy = -9.13 eV
SMILES = CC(=S)C=S
gap between HOMO and LUMO = 0.2624 Ha
lowest unoccupied orbital energy = -1.99 eV


entry c (1.431 eV below the next structure)


Entry a
Below is a 2-piece molecular cluster, C3H4S2 overall, with properties calculated with ωB97M-V/def2-TZVPD.

Cartesian coordinates (Å):
C (-0.503, -0.088, 2.658)
C (0.707, 0.903, -0.626)
C (0.269, -0.295, -1.050)
S (0.098, -1.441, 2.823)
S (-1.325, -0.974, -0.891)
H (0.182, 1.686, -0.243)
H (1.756, 1.142, -0.770)
H (1.033, -0.927, -1.435)
H (-2.217, -0.005, -0.466)

highest occupied orbital energy = -8.63 eV
gap between HOMO and LUMO = 0.3216 Ha
lowest unoccupied orbital energy = 0.12 eV


Entry b
Below is a 2-piece molecular cluster, C3H4S2 overall, with properties calculated with ωB97M-V/def2-TZVPD.

Cartesian coordinates (Å):
C (0.394, -0.042, 1.730)
C (-0.722, 0.902, -2.052)
C (0.838, -1.146, 1.209)
S (-0.440, -1.573, 2.490)
S (0.860, 1.184, -1.673)
H (0.453, 0.926, 2.025)
H (-1.193, 1.259, -2.971)
H (-1.345, 0.399, -1.355)
H (1.155, -1.910, 0.597)

highest occupied orbital energy = -7.76 eV
SMILES = C1=CS1.C=S
gap between HOMO and LUMO = 0.2578 Ha
lowest unoccupied orbital energy = -0.75 eV


Entry c
Below is one molecule with the formula C3H4S2, with properties calculated with ωB97M-V/def2-TZVPD.

Cartesian coordinates (Å):
C (-0.092, -1.331, 0.175)
C (-0.553, 1.267, -0.065)
C (0.797, 1.220, 0.094)
H (0.313, -2.061, -0.735)
H (-0.086, -1.821, 1.168)
H (-1.109, 2.209, 0.119)
H (1.615, 2.030, 0.490)
S (-1.606, -0.166, -0.050)
S (1.503, -0.290, -0.091)

highest occupied orbital energy = -7.71 eV
SMILES = C1=CSCS1
gap between HOMO and LUMO = 0.3054 Ha
lowest unoccupied orbital energy = 0.60 eV


Entry d
Below is one molecule with the formula C3H4S2, with properties calculated with ωB97M-V/def2-TZVPD.

Cartesian coordinates (Å):
C (1.020, 1.550, -0.570)
C (0.739, 0.482, 0.470)
C (-0.387, -0.522, 0.223)
S (1.698, 0.266, 1.729)
S (0.727, 2.002, -2.219)
H (1.703, 2.419, -0.210)
H (-1.416, -0.008, 0.037)
H (-0.340, -0.997, -0.728)
H (-0.408, -1.378, 0.792)

highest occupied orbital energy = -9.08 eV
SMILES = CC(=S)C=S
gap between HOMO and LUMO = 0.2575 Ha
lowest unoccupied orbital energy = -2.07 eV


entry c (0.338 eV below the next structure)


Entry a
Below is an isolated ion of composition C7H11N4O and charge +1, with properties calculated with ωB97M-V/def2-TZVPD.

Cartesian coordinates (Å):
C (3.092, -0.721, -0.899)
C (1.998, -0.010, -1.080)
C (2.378, -0.249, 1.054)
C (-2.053, 0.970, 0.030)
C (-0.959, -1.029, 0.148)
C (-2.396, -1.302, -0.226)
C (0.405, 1.126, 0.506)
N (3.309, -0.923, 0.434)
N (1.518, 0.340, 0.190)
N (-0.853, 0.456, 0.187)
N (-2.963, 0.130, -0.345)
O (0.362, 2.389, -0.076)
H (3.687, -1.173, -1.658)
H (1.665, 0.516, -1.927)
H (2.096, -0.590, 2.046)
H (-2.322, 2.017, 0.027)
H (-0.735, -1.396, 1.098)
H (-0.358, -1.392, -0.630)
H (-2.419, -1.742, -1.132)
H (-2.796, -1.957, 0.466)
H (0.406, 1.318, 1.645)
H (-3.967, 0.279, -0.376)
H (0.905, 2.946, 0.519)

highest occupied orbital energy = -12.57 eV
charge = +1
SMILES = O[C@@H](N1C=[NH+]CC1)n1ccnc1
gap between HOMO and LUMO = 0.3295 Ha
lowest unoccupied orbital energy = -3.61 eV


Entry b
Below is an isolated ion of composition C7H11N4O and charge +1, with properties calculated with ωB97M-V/def2-TZVPD.

Cartesian coordinates (Å):
C (3.971, 1.503, -0.162)
C (2.625, 1.341, -0.352)
C (4.758, 0.343, 0.096)
C (2.984, -1.061, 0.132)
C (-0.318, 0.220, 0.029)
C (-2.708, 0.339, 0.366)
C (-1.608, -1.861, -0.195)
N (4.299, -0.847, 0.226)
N (2.114, 0.073, -0.155)
N (-1.432, -0.461, 0.107)
N (0.820, -0.372, -0.183)
O (2.405, -2.117, 0.005)
H (4.353, 2.424, -0.100)
H (1.950, 2.144, -0.642)
H (5.854, 0.447, 0.292)
H (-0.368, 1.206, 0.478)
H (-3.610, 0.430, -0.396)
H (-3.013, 0.044, 1.358)
H (-2.318, 1.439, 0.377)
H (-2.617, -1.997, -0.329)
H (-1.168, -2.229, -1.129)
H (-1.290, -2.382, 0.654)
H (1.052, -1.491, 0.083)

highest occupied orbital energy (spin up / spin down) = -12.86 / -12.85 eV
charge = +1
SMILES = CN(C)/C=[NH+]/n1cccnc1=O
gap between HOMO and LUMO (spin up / spin down) = 0.3175 / 0.3175 Ha
lowest unoccupied orbital energy (spin up / spin down) = -4.22 / -4.22 eV


entry a (1.627 eV below the next structure)


Entry a
Below is one molecule with the formula C9H16O2Si, with properties calculated with ωB97M-V/def2-TZVPD.

Cartesian coordinates (Å):
C (0.165, 0.464, 0.290)
C (-0.524, -0.626, 2.337)
C (-0.166, 0.558, 1.579)
C (0.525, 1.577, -0.595)
C (0.785, 1.197, -2.109)
C (-1.636, 2.302, 2.082)
C (2.005, -2.851, -1.335)
C (-0.910, -2.340, -2.109)
C (-0.279, 1.794, 2.519)
O (-0.503, -0.829, 3.534)
O (1.341, -0.055, -2.326)
Si (0.688, -1.425, -1.555)
H (-0.794, -1.451, 1.685)
H (-0.233, 2.308, -0.480)
H (1.576, 2.026, -0.370)
H (-0.144, 1.151, -2.683)
H (1.375, 1.860, -2.592)
H (-2.319, 1.595, 2.461)
H (-1.994, 3.258, 2.664)
H (-1.672, 2.550, 0.990)
H (2.755, -2.673, -0.547)
H (1.236, -3.397, -0.854)
H (2.338, -3.372, -2.256)
H (-0.814, -3.115, -2.737)
H (-1.335, -2.774, -1.167)
H (-1.583, -1.605, -2.551)
H (-0.455, 1.347, 3.581)
H (0.570, 2.525, 2.544)

highest occupied orbital energy = -8.65 eV
gap between HOMO and LUMO = 0.3326 Ha
lowest unoccupied orbital energy = 0.40 eV


Entry b
Below is one molecule with the formula C9H16O2Si, with properties calculated with ωB97M-V/def2-TZVPD.

Cartesian coordinates (Å):
C (-1.896, -1.052, -0.297)
C (-0.917, 0.450, 1.485)
C (-2.806, 1.027, -0.116)
C (-0.683, -0.230, 0.135)
C (-1.264, 1.240, 0.185)
C (-0.591, 2.476, -0.302)
C (1.626, -2.036, 1.242)
C (2.263, 0.535, -0.009)
C (1.183, -1.614, -1.847)
O (-1.823, -2.227, -0.542)
O (-3.017, -0.337, -0.395)
Si (1.054, -0.921, -0.155)
H (-1.772, 0.070, 2.074)
H (-0.069, 0.737, 2.026)
H (-3.506, 1.341, 0.779)
H (-3.053, 1.738, -0.934)
H (-0.266, 3.067, 0.492)
H (-1.419, 3.049, -0.777)
H (0.130, 2.135, -0.999)
H (2.367, -2.777, 1.004)
H (2.154, -1.539, 2.074)
H (0.729, -2.531, 1.620)
H (2.892, 0.568, 0.834)
H (3.002, 0.558, -0.857)
H (1.690, 1.479, 0.009)
H (1.259, -0.845, -2.653)
H (2.226, -2.039, -1.946)
H (0.509, -2.321, -2.129)

highest occupied orbital energy = -9.66 eV
SMILES = C[C@@]12COC(=O)[C@]1([Si](C)(C)C)C2
gap between HOMO and LUMO = 0.3820 Ha
lowest unoccupied orbital energy = 0.73 eV


entry b (2.600 eV below the next structure)


Entry a
Below is a 3-piece molecular cluster, CH10N3O2 overall, with properties calculated with ωB97M-V/def2-TZVPD.

Cartesian coordinates (Å):
N (-0.969, 2.592, 0.099)
C (-0.458, 1.338, 0.211)
N (0.120, 0.664, -0.798)
N (-0.769, 0.656, 1.311)
H (-1.359, 2.944, -0.753)
H (-0.653, 3.238, 0.799)
H (0.023, -0.321, -0.919)
H (0.892, 1.124, -1.240)
H (-1.179, 1.172, 2.081)
H (-0.545, -0.329, 1.431)
H (-0.820, -3.160, 1.624)
H (-0.722, -2.215, 0.441)
O (-0.449, -2.338, 1.341)
H (2.150, -2.515, -1.695)
H (2.770, -1.255, -2.188)
O (1.967, -1.594, -1.744)

highest occupied orbital energy = -15.06 eV
charge = +1
gap between HOMO and LUMO = 0.4297 Ha
lowest unoccupied orbital energy = -3.37 eV


Entry b
Below is a 3-piece molecular cluster, CH10N3O2 overall, with properties calculated with ωB97M-V/def2-TZVPD.

Cartesian coordinates (Å):
N (2.161, -0.273, 0.979)
C (1.723, -0.411, -0.288)
N (0.432, -0.593, -0.530)
N (2.637, -0.451, -1.261)
H (1.455, -0.055, 1.663)
H (3.140, -0.060, 1.070)
H (0.154, -0.235, -1.436)
H (-0.298, -0.571, 0.193)
H (3.598, -0.645, -1.040)
H (2.432, -0.404, -2.244)
H (-2.116, 0.398, 0.644)
H (-2.047, -0.181, 2.060)
O (-1.487, 0.130, 1.343)
H (-4.313, 0.522, -0.051)
H (-3.932, 1.816, -0.732)
O (-3.538, 1.012, -0.368)

highest occupied orbital energy = -15.12 eV
charge = +1
gap between HOMO and LUMO = 0.4504 Ha
lowest unoccupied orbital energy = -2.86 eV


entry b (0.785 eV below the next structure)